*P*
Entry from OMol25: a 9-piece molecular cluster, FH16O8 overall (wB97M-V/def2-TZVPD).

HOMO level   -6.9288 eV
Gap between HOMO and LUMO   10.2 eV
E_LUMO   3.29 eV

Structure (ORCA input):
```
! RIJCOSX wB97M-V def2-TZVPD def2/J DEFGRID3
* xyz -1 1
F -0.17 0.20 -0.48
O 2.31 0.29 -1.25
H 1.43 0.25 -0.92
H 2.66 -0.60 -1.33
O -0.63 -1.89 0.93
H -0.51 -1.09 0.39
H -1.14 -1.64 1.71
O 0.05 2.44 -1.85
H 0.04 1.60 -1.36
H -0.72 2.91 -1.48
O -2.96 -0.69 -0.80
H -2.06 -0.55 -0.60
H -3.23 0.13 -0.41
O 1.83 -1.12 1.63
H 2.10 -1.82 2.17
H 0.98 -1.43 1.26
O 1.10 1.63 1.57
H 0.74 1.11 0.85
H 1.73 1.09 2.01
O 0.32 -1.77 -2.11
H 1.17 -2.01 -1.65
H 0.07 -0.97 -1.61
O -1.71 1.19 1.46
H -1.15 0.88 0.79
H -2.24 1.86 1.06
*
```

Mulliken population analysis, charges in e, atoms 1 to 5: -1.031, -0.648, 0.326, 0.323, -0.765



*Q*
Entry from OMol25: a 9-piece molecular cluster, FH16O8 overall (wB97M-V/def2-TZVPD).

HOMO level   -6.5265 eV
Gap between HOMO and LUMO   10.0 eV
E_LUMO   3.43 eV

Structure (ORCA input):
```
! RIJCOSX wB97M-V def2-TZVPD def2/J DEFGRID3
* xyz -1 1
F 0.32 0.48 0.07
O 1.87 2.61 0.26
H 1.44 2.98 -0.48
H 1.31 1.75 0.24
O -1.70 1.67 1.02
H -2.16 1.05 1.57
H -0.86 1.18 0.79
O -2.58 -1.67 -0.64
H -3.06 -0.85 -0.72
H -1.75 -1.55 -0.20
O -1.49 0.75 -1.68
H -1.37 -0.15 -1.88
H -0.78 0.74 -1.03
O -0.64 -1.54 1.22
H -0.15 -0.90 0.69
H -0.27 -1.52 2.12
O 2.47 -0.60 -0.95
H 3.09 -0.37 -0.28
H 1.68 -0.04 -0.70
O 1.41 0.37 2.41
H 0.87 0.93 2.99
H 1.02 0.40 1.53
O 0.08 -1.75 -2.13
H 0.59 -2.20 -2.83
H 0.66 -1.76 -1.41
*
```

Mulliken population analysis, charges in e, atoms 1 to 5: -0.840, -0.699, 0.322, 0.278, -0.690



Energy ordering: *Q* at the bottom, the next structure 1.6 kcal/mol above.



*P*
Entry from OMol25: one molecule with the formula C5H10O2 (wB97M-V/def2-TZVPD).

SMILES string   OC[C@H]1CCOC1
HOMO level   -9.6830 eV
Gap between HOMO and LUMO   10.6 eV
E_LUMO   0.89 eV

Structure (ORCA input):
```
! RIJCOSX wB97M-V def2-TZVPD def2/J DEFGRID3
* xyz 0 1
O 2.52 -0.15 0.90
C 1.61 -0.73 0.00
C 0.15 -0.41 0.32
C -0.24 1.06 0.20
C -1.75 0.96 -0.03
O -1.96 -0.24 -0.76
C -0.81 -1.06 -0.68
H 2.43 0.81 0.84
H 1.82 -0.44 -1.05
H 1.77 -1.81 0.07
H -0.06 -0.76 1.34
H 0.00 1.67 1.08
H 0.24 1.51 -0.68
H -2.15 1.79 -0.62
H -2.30 0.92 0.92
H -0.33 -1.13 -1.67
H -1.10 -2.08 -0.38
*
```

Mulliken population analysis, charges in e, atoms 1 to 5: -0.515, -0.868, 0.521, -0.725, -0.489



*Q*
Entry from OMol25: one molecule with the formula C5H10O2 (wB97M-V/def2-TZVPD).

SMILES string   CC[C@@H](O)/C=C\O
HOMO level   -8.7764 eV
Gap between HOMO and LUMO   9.5 eV
E_LUMO   0.71 eV

Structure (ORCA input):
```
! RIJCOSX wB97M-V def2-TZVPD def2/J DEFGRID3
* xyz 0 1
C -2.36 -0.56 -0.38
C -1.16 0.35 -0.64
C 0.14 -0.23 -0.12
O 0.29 -1.49 -0.77
C 1.41 0.55 -0.49
C 2.45 0.61 0.36
O 2.16 0.93 1.64
H -3.27 -0.13 -0.80
H -2.20 -1.55 -0.83
H -2.52 -0.71 0.70
H -1.04 0.51 -1.72
H -1.31 1.33 -0.18
H 0.07 -0.40 0.97
H 1.12 -1.88 -0.46
H 1.54 0.71 -1.55
H 3.50 0.41 0.15
H 1.30 1.35 1.42
*
```

Mulliken population analysis, charges in e, atoms 1 to 5: -1.159, -0.407, 0.183, -0.548, -1.041



*R*
Entry from OMol25: one molecule with the formula C5H10O2 (wB97M-V/def2-TZVPD).

SMILES string   C[C@@H]1[C@H](O)C[C@@H]1O
HOMO level   -9.7527 eV
Gap between HOMO and LUMO   10.6 eV
E_LUMO   0.86 eV

Structure (ORCA input):
```
! RIJCOSX wB97M-V def2-TZVPD def2/J DEFGRID3
* xyz 0 1
C -1.59 -0.46 -0.51
C -0.64 0.11 0.53
C 0.32 1.22 -0.02
O 0.06 1.75 -1.30
C 1.46 0.19 -0.05
C 0.61 -0.75 0.82
O 0.48 -2.09 0.40
H -2.41 0.24 -0.71
H -2.03 -1.40 -0.14
H -1.08 -0.67 -1.45
H -1.20 0.40 1.43
H 0.49 2.02 0.71
H -0.72 2.31 -1.24
H 2.44 0.50 0.31
H 1.54 -0.21 -1.07
H 0.90 -0.70 1.88
H 1.37 -2.48 0.40
*
```

Mulliken population analysis, charges in e, atoms 1 to 5: -1.409, 0.027, 0.124, -0.566, -1.076



Energy ordering: *P* at the bottom, the next structure 7.1 kcal/mol above.



*P*
Entry from OMol25: C5H10O2 as an isolated structure (wB97M-V/def2-TZVPD).

HOMO level   -8.9528 eV
Gap between HOMO and LUMO   9.8 eV
E_LUMO   0.89 eV

Structure (ORCA input):
```
! RIJCOSX wB97M-V def2-TZVPD def2/J DEFGRID3
* xyz 0 1
C -2.10 -0.77 -0.32
C -1.12 0.39 -0.51
C -0.01 0.32 0.53
O 0.64 -1.12 0.31
C 1.22 1.16 0.28
C 2.13 -0.07 -0.13
O 3.06 -0.46 0.55
H -2.87 -0.77 -1.09
H -1.55 -1.71 -0.35
H -2.59 -0.69 0.66
H -0.65 0.34 -1.51
H -1.65 1.35 -0.47
H -0.38 0.31 1.55
H 1.08 -1.50 1.11
H 1.63 1.64 1.17
H 1.15 1.87 -0.56
H 2.02 -0.28 -1.21
*
```

Mulliken population analysis, charges in e, atoms 1 to 5: -1.177, -0.498, 0.221, -0.567, -0.774



*Q*
Entry from OMol25: one molecule with the formula C5H10O2 (wB97M-V/def2-TZVPD).

SMILES string   COC[C@@H](C)C=O
HOMO level   -8.5115 eV
Gap between HOMO and LUMO   9.3 eV
E_LUMO   0.82 eV

Structure (ORCA input):
```
! RIJCOSX wB97M-V def2-TZVPD def2/J DEFGRID3
* xyz 0 1
C -2.49 0.91 -0.10
O -1.47 -0.05 0.04
C -0.23 0.43 -0.41
C 0.78 -0.62 -0.14
C 2.22 -0.26 -0.45
C 0.60 -0.93 1.49
O 0.95 -2.07 1.29
H -2.25 1.82 0.47
H -3.41 0.47 0.29
H -2.63 1.18 -1.16
H 0.07 1.33 0.15
H -0.25 0.63 -1.48
H 0.50 -1.51 -0.77
H 2.91 -1.08 -0.21
H 2.33 -0.04 -1.52
H 2.50 0.61 0.14
H -0.12 -0.83 2.39
*
```

Mulliken population analysis, charges in e, atoms 1 to 5: -0.730, -0.267, -0.821, 0.631, -1.511



*R*
Entry from OMol25: a 2-piece molecular cluster, C5H10O2 overall (wB97M-V/def2-TZVPD).

HOMO level   -7.9455 eV
Gap between HOMO and LUMO   9.0 eV
E_LUMO   1.05 eV

Structure (ORCA input):
```
! RIJCOSX wB97M-V def2-TZVPD def2/J DEFGRID3
* xyz 0 1
C -2.48 -0.72 -0.48
C -1.62 0.52 -0.64
C -0.36 0.42 0.14
O 0.66 -0.43 -0.37
C 0.87 1.03 -0.32
C 3.31 0.04 0.45
O 2.82 -1.15 0.62
H -3.43 -0.58 -1.00
H -1.98 -1.59 -0.90
H -2.69 -0.92 0.57
H -1.36 0.69 -1.69
H -2.12 1.42 -0.27
H -0.45 0.31 1.22
H 1.88 -1.10 0.29
H 1.55 1.47 0.40
H 1.01 1.40 -1.33
H 4.33 -0.03 0.86
*
```

Mulliken population analysis, charges in e, atoms 1 to 5: -1.186, -0.467, 0.217, -0.540, -0.531



Energy ordering: *P* at the bottom, the next structure 40.8 kcal/mol above.